[1]
Density functional theory data (wB97M-V/def2-TZVPD) for a cluster of 2 separate species, C10H16O in total.

Summary:
relative energy (zero: lowest compared OMol25 entry of this formula, charge and spin)	319.71	kJ/mol
electronic energy	-12674.41130	eV
largest force on an atom	7.65	eV/Å
gap between HOMO and LUMO	9.26	eV

Geometry as XYZ:
```
27
Properties=species:S:1:pos:R:3:forces:R:3:lowdin_charge:R:1
C 1.23374 -1.67624 1.06334 -0.70 1.63 2.81 -0.192
C 2.56739 -2.35123 1.52976 1.59 3.21 -2.34 -0.192
H 1.27240 -0.48594 1.36529 -0.39 -3.04 -0.81 0.115
H 0.94755 -1.75191 -0.00705 0.57 -0.19 0.85 0.031
H 0.39750 -2.19178 1.72198 1.31 1.29 -1.49 0.095
H 2.57518 -3.30852 1.05683 0.44 -0.97 0.40 0.032
H 2.73625 -2.28267 2.60679 -0.36 -0.52 -0.21 0.050
H 3.52464 -1.72784 1.06533 -2.33 -1.60 0.98 0.110
C 0.09383 -0.26768 -1.92963 -0.13 -2.27 -1.76 -0.236
C -0.14393 0.40603 -3.34186 4.62 1.91 0.36 -0.093
C -0.57582 0.27712 -0.70167 -0.89 2.13 0.40 -0.272
C -0.08060 1.50859 -0.21932 -4.11 -0.64 3.05 -0.012
C -1.71532 -0.23143 -0.04179 1.69 1.36 0.28 -0.018
C -0.62920 2.28871 0.87133 -1.31 -6.71 -3.43 0.025
C -2.14887 0.41357 1.12771 -1.31 -0.10 -0.50 -0.010
C -1.66407 1.65525 1.52016 0.57 0.64 0.92 -0.332
O -2.16762 2.21948 2.67299 -0.47 0.09 -0.01 0.031
H -0.16431 -1.33006 -2.20523 -0.25 0.64 1.05 0.115
H 1.11809 -0.39595 -1.60947 0.72 0.47 -0.62 0.087
H -0.00282 1.53250 -3.19876 0.41 -1.30 -0.50 0.078
H 0.70746 1.95899 -0.58813 4.07 1.76 -2.52 0.057
H -2.09735 -1.10635 -0.50371 -0.87 -0.81 0.32 0.102
H -0.25374 3.15565 1.14426 1.83 4.02 1.22 0.061
H -3.03899 0.13025 1.69821 0.37 -0.47 -0.31 0.120
H -1.87490 3.14330 2.76284 -0.07 -0.63 -0.18 0.110
H -1.13354 0.39138 -3.54015 -3.30 -0.71 -0.96 0.004
H 0.51706 0.02677 -4.32005 -1.71 0.81 3.00 0.135
```
Forces are in eV/Å.

***

[2]
Density functional theory data (wB97M-V/def2-TZVPD) for a structure of composition C10H10F5O2PRuS3.

Summary:
relative energy (zero: lowest compared OMol25 entry of this formula, charge and spin)	0.00	kJ/mol
electronic energy	-72584.24713	eV
<S²>	8.7733
largest force on an atom	0.66	eV/Å
multiplicity	6
charge	+1
gap between HOMO and LUMO (spin up / spin down)	9.45 / 6.02	eV

Geometry as XYZ:
```
32
Properties=species:S:1:pos:R:3:forces:R:3:lowdin_charge:R:1
Ru -0.31489 -0.00535 0.31212 -0.22 -0.42 -0.46 0.675
C -2.82387 4.51362 3.02533 -0.09 0.07 0.03 -0.058
C -1.36232 4.24304 2.82404 0.12 -0.16 -0.04 -0.230
O -1.17107 2.77662 2.87307 0.00 0.12 0.08 -0.313
P 0.04055 2.08829 2.19142 0.00 0.41 0.30 -0.126
S -0.03102 0.13518 2.67315 0.03 -0.28 0.12 0.360
S -0.03805 2.32520 0.17151 -0.04 0.12 -0.23 0.334
O 1.30255 2.80765 2.75800 0.15 0.05 0.02 -0.302
C 2.67501 2.43885 2.37825 -0.18 -0.04 0.02 -0.252
C 3.58880 3.54336 2.82390 0.10 0.06 0.04 -0.058
H -2.98924 5.59188 3.02479 0.01 -0.02 0.00 0.093
H -3.16545 4.11629 3.97995 0.01 -0.01 -0.01 0.090
H -3.41717 4.07568 2.22362 0.01 0.00 0.01 0.088
H -0.73396 4.65621 3.60889 -0.02 0.03 0.03 0.126
H -1.00490 4.59774 1.85587 -0.03 0.01 -0.01 0.103
H 2.69562 2.30029 1.29679 0.02 0.02 -0.02 0.097
H 2.89023 1.49118 2.86982 0.04 -0.01 0.01 0.116
H 3.34369 4.48060 2.32528 -0.01 -0.03 0.01 0.088
H 4.61554 3.27722 2.56842 -0.03 0.01 0.01 0.093
H 3.53200 3.68711 3.90221 -0.01 -0.01 -0.02 0.090
F 1.51646 -6.32689 0.52873 0.05 -0.02 0.01 0.179
C 0.80962 -5.25214 0.25169 0.04 -0.16 0.03 -0.116
C 1.44228 -4.02804 0.10390 0.10 -0.07 0.01 -0.139
F 2.75557 -3.93501 0.23671 -0.01 0.05 -0.01 0.159
C 0.67301 -2.92783 -0.18495 0.18 0.21 0.03 -0.228
F 1.31275 -1.73145 -0.33014 0.03 -0.06 0.04 -0.016
C -0.70749 -2.97744 -0.33029 -0.17 0.08 -0.02 -0.514
S -1.65342 -1.56980 -0.77261 0.17 0.09 0.05 0.724
C -1.30786 -4.22629 -0.18391 -0.21 -0.08 -0.04 -0.231
F -2.61743 -4.35448 -0.33131 0.01 0.09 0.02 0.127
C -0.56522 -5.35245 0.10630 0.01 -0.07 0.03 -0.128
F -1.15212 -6.52594 0.24865 -0.03 -0.01 -0.01 0.169
```
Forces are in eV/Å.

***

[3]
Density functional theory data (wB97M-V/def2-TZVPD) for a structure of composition C45H49ClF3N6O4SbW.

Summary:
relative energy (zero: lowest compared OMol25 entry of this formula, charge and spin)	144.94	kJ/mol
electronic energy	-93610.38849	eV
<S²>	2.0314
largest force on an atom	3.46	eV/Å
multiplicity	3
charge	+2
gap between HOMO and LUMO (spin up / spin down)	6.93 / 7.09	eV

Geometry as XYZ:
```
110
Properties=species:S:1:pos:R:3:forces:R:3:lowdin_charge:R:1
W -1.39184 -1.63144 0.04875 -0.14 0.01 0.42 1.592
C -2.41725 0.91734 1.56183 -1.37 -0.20 1.11 -0.165
C -2.88485 -0.33696 2.43444 -0.67 1.61 -1.78 -0.127
N -3.07386 -1.54535 1.57847 0.88 0.00 0.32 -0.142
C -4.40930 -1.49720 0.94120 0.22 1.43 0.82 -0.149
C -4.45544 -2.07431 -0.42927 -0.54 -0.10 0.11 -0.164
N -3.27630 -1.65679 -1.18876 0.10 0.86 -1.37 -0.139
C -3.45553 -0.28779 -1.77864 -0.74 1.17 -0.15 -0.152
C -3.20225 0.84942 -0.78099 -0.54 -0.14 0.37 -0.189
N -2.11972 0.54563 0.17430 2.59 0.98 -0.50 -0.192
H -1.54384 1.33259 2.07961 -0.08 -0.14 -0.51 0.089
H -3.19196 1.71918 1.50555 0.42 -0.61 0.48 0.136
H -3.85470 -0.10644 2.85767 -0.04 0.05 0.57 0.122
H -2.14026 -0.44910 3.18256 0.49 -0.64 0.65 0.095
H -3.04410 -2.32516 2.22182 0.02 -0.38 -0.24 0.103
H -4.60123 -0.41684 0.93126 -0.45 -0.41 -0.40 0.110
H -5.13549 -1.89742 1.62166 -0.53 -0.48 0.15 0.142
H -5.39223 -1.77132 -0.90498 0.13 0.15 -0.14 0.145
H -4.46371 -3.14432 -0.44703 0.10 -0.75 0.36 0.121
H -3.25628 -2.30374 -1.97003 0.37 -0.02 -0.22 0.129
H -4.43916 -0.10056 -2.26213 0.06 -0.60 0.72 0.147
H -2.82911 -0.08614 -2.63235 0.78 -0.60 -0.04 0.089
H -4.03779 1.05709 -0.12673 -0.66 -0.10 -0.36 0.101
H -3.07919 1.78468 -1.34477 0.50 -0.22 0.19 0.095
H -1.29587 1.22826 -0.00625 -1.20 -1.36 -0.55 0.001
O 4.24387 -1.48901 2.60006 0.36 0.33 0.33 0.118
C 4.13893 -0.41865 3.39384 -1.95 0.65 0.81 -0.456
O 4.95689 0.00041 4.16616 0.19 -0.64 -0.91 0.133
C 2.76045 0.33774 3.39898 0.97 0.24 -0.83 -0.036
C 2.63175 1.57614 3.99604 -0.18 0.58 0.25 0.021
N 1.35989 2.04511 3.71615 2.10 -0.14 1.04 0.024
N 0.68700 1.20991 2.98181 -0.28 -1.10 -1.03 0.102
C 1.53483 0.18529 2.69996 -1.17 0.45 1.36 -0.156
C 0.99089 -1.00952 2.03676 1.10 0.72 -0.76 -0.544
O 1.74457 -1.99370 1.88346 -0.82 -0.39 0.16 0.001
O -0.17660 -0.88740 1.53208 -0.04 -0.52 0.53 -0.175
H 3.37917 -1.77573 2.20745 0.25 0.53 0.35 0.071
H 3.37965 2.14903 4.55857 -0.57 -0.33 -0.25 0.152
H 0.93882 2.88882 4.11301 0.14 -0.49 -0.46 0.182
C 0.44637 -3.05772 4.90282 1.78 -0.35 -1.71 0.049
N 0.35159 -3.76618 3.55238 -0.03 -1.01 1.26 -0.159
C 0.86469 -5.14922 3.71021 1.73 0.35 0.82 0.000
C -1.08668 -3.69218 3.11514 0.97 0.35 -1.50 -0.108
C -1.36704 -4.43715 1.83618 0.08 0.58 0.06 -0.246
C -1.40503 -5.81104 2.02819 -1.15 -1.62 0.26 -0.093
C -1.69611 -6.70710 1.00947 0.10 2.99 -1.75 -0.012
C -2.01688 -6.05560 -0.25418 0.39 -2.88 0.85 -0.048
C -1.93116 -4.69738 -0.44549 -0.20 0.30 -1.16 -0.160
C -1.56109 -3.81890 0.58090 -0.10 0.53 0.51 -0.202
H 1.51388 -2.98396 5.16775 -0.46 0.03 -0.08 0.123
H -0.04745 -3.68883 5.61133 -0.54 -0.01 0.43 0.102
H 0.04019 -2.08161 4.74229 -0.41 0.57 0.41 0.090
H 0.92481 -3.34504 2.79915 -0.03 0.50 0.37 0.131
H 0.37659 -5.67035 4.53995 -0.06 0.09 -0.40 0.121
H 1.95757 -5.09843 3.91274 -0.71 0.21 0.20 0.130
H 0.81060 -5.63435 2.77263 -0.40 -0.73 -0.69 0.082
H -1.14685 -2.63138 2.93797 -0.77 0.45 0.28 0.081
H -1.68807 -4.08157 3.90884 -0.38 0.09 0.68 0.140
H -1.36472 -6.21105 3.05647 0.27 0.24 -0.62 0.123
H -1.56244 -7.76183 1.12101 -0.46 -0.42 -0.03 0.107
H -2.28192 -6.76192 -1.06652 0.15 0.84 0.32 0.120
H -2.10558 -4.29556 -1.49160 0.14 -0.62 1.34 0.108
Cl 1.85894 1.78352 -5.16216 0.10 0.09 0.22 0.756
C 1.57887 0.92558 -3.62926 1.36 -0.35 0.47 -0.734
C 0.31886 0.18208 -3.74081 -0.63 -0.69 0.73 -0.108
C -0.15278 -0.68502 -2.84039 -1.92 0.13 -0.61 -0.086
C 0.44652 -1.15831 -1.59517 -0.44 0.15 0.22 -0.325
C 0.02550 -2.58283 -1.18567 -0.09 2.24 0.64 -0.200
C 1.44009 -0.45222 -0.98448 0.07 -1.75 0.27 0.040
C 1.69623 1.74483 -2.29179 0.57 0.11 -1.04 -0.333
H -0.32058 0.36304 -4.57669 -0.17 0.40 -0.50 0.104
H -1.24808 -0.96039 -3.00513 1.86 -0.31 0.01 0.107
H 0.73654 -3.07846 -0.57604 0.88 -0.50 0.37 0.064
H -0.16459 -3.07280 -2.09403 -0.50 -1.02 -1.00 0.067
H 1.78614 -0.89594 -0.05906 0.17 0.06 -0.09 0.103
H 2.50997 2.46625 -2.51674 -0.45 -0.27 0.43 0.112
F -1.92890 5.49171 -6.69944 -0.05 0.27 0.06 0.099
C -1.47726 4.98477 -5.55082 -1.22 -1.16 0.19 -0.264
C -2.30787 4.13253 -4.83579 1.19 -0.41 0.13 0.011
C -1.83787 3.50432 -3.68809 0.15 1.69 -0.72 -0.155
C -0.55760 3.82234 -3.28596 1.22 -0.70 0.58 -0.402
C 0.32584 4.62507 -4.04834 -1.34 -0.03 1.02 -0.089
C -0.20046 5.26845 -5.15782 -0.26 -0.91 1.14 0.014
Sb -0.01539 2.80958 -1.49545 1.09 0.27 0.25 1.599
C 1.13926 4.34812 -0.49628 -1.00 0.64 -0.72 -0.376
C 0.53768 5.62229 -0.48733 1.31 0.01 0.80 -0.118
C 1.21058 6.69739 0.12157 -0.22 0.12 -0.34 0.004
C 2.49988 6.54333 0.59014 -0.71 -0.55 -0.26 -0.272
F 3.10700 7.61838 1.11338 0.17 -0.57 -0.09 0.088
C 3.09482 5.29271 0.50655 1.60 0.70 1.26 -0.013
C 2.42105 4.20968 0.02570 -0.81 -0.75 -0.84 -0.131
C 2.36371 0.51513 -1.57693 0.34 0.79 -1.49 -0.318
C 3.50648 0.86017 -0.68370 1.14 0.11 0.64 -0.044
C 4.72514 1.18776 -1.12557 -0.61 -0.01 -1.85 0.049
C 4.95246 1.16159 -2.61520 -0.63 0.14 3.00 -0.287
F 6.08580 1.69131 -2.98561 1.19 0.38 -0.58 0.124
C 4.11403 0.61888 -3.45270 -0.38 -1.12 -1.04 -0.023
C 2.80698 0.01827 -3.11078 -1.56 1.21 1.35 -0.092
H -3.23113 3.81359 -5.18813 -1.69 0.05 -0.86 0.101
H -2.52751 2.94270 -3.07969 0.03 -0.32 0.01 0.062
H 1.31087 4.80817 -3.63412 0.03 0.17 -0.38 0.111
H 0.22971 6.02811 -5.70321 1.67 1.31 -1.09 0.109
H -0.39939 5.80574 -0.97291 -0.49 0.03 -0.03 0.089
H 0.80619 7.69803 0.22112 -0.32 -0.12 -0.25 0.126
H 4.10174 5.13505 0.89539 -0.15 0.26 -0.14 0.129
H 2.91635 3.24916 -0.05016 0.11 0.08 0.20 0.075
H 3.41739 0.83766 0.39636 -0.54 -0.13 0.11 0.106
H 5.56990 1.47002 -0.51019 -0.16 -0.10 0.15 0.127
H 4.44670 0.47963 -4.45514 0.11 0.12 -0.77 0.125
H 2.67804 -1.05435 -3.32260 0.24 0.35 -0.01 0.162
```
Forces are in eV/Å.